{
  "formula": "C8H11NSe",
  "method": "ωB97M-V with the def2-TZVPD basis set",
  "elements": ["C", "C", "C", "C", "C", "C", "C", "C", "N", "Se", "H", "H", "H", "H", "H", "H", "H", "H", "H", "H", "H"],
  "xyz": [[-0.36222, -2.84116, -0.29477], [-1.47089, -2.19856, -0.71442], [0.92509, -1.00888, -1.33299], [0.59503, 3.76972, 1.71288], [0.31539, 2.86111, 0.79443], [0.99621, -2.32629, -0.63112], [-1.34302, -1.02054, -1.49405], [0.00752, 1.44651, 1.10642], [-0.15264, -0.45530, -1.76014], [-1.88099, 1.03271, 0.70786], [-0.41731, -3.75660, 0.27478], [-2.45906, -2.56042, -0.47938], [1.85730, -0.49386, -1.53518], [0.80220, 4.79420, 1.45701], [0.63197, 3.51448, 2.75922], [0.26673, 3.12461, -0.25414], [1.60969, -2.23102, 0.27445], [1.52941, -3.05813, -1.25938], [-2.20092, -0.56704, -1.96647], [0.58082, 0.75933, 0.47556], [0.16969, 1.21511, 2.15942]],
  "mulliken_charge": [-0.402, -0.051, -0.181, -0.741, -0.006, -0.409, -0.613, -0.305, -0.410, -0.190, 0.397, 0.410, 0.423, 0.254, 0.250, 0.288, 0.301, 0.341, 0.455, -0.139, 0.329],
  "max_force_ev_per_a": 2.24,
  "total_energy_ha": -2767.4799,
  "homo_energy_ev": [-7.29, -7.29],
  "orbital_gap_ev": [5.514, 5.517],
  "relative_energy_kj_mol": 179.22,
  "lumo_energy_ev": [-1.78, -1.77]
}